[1]
{
  "formula": "C5H10NO",
  "method": "ωB97M-V/def2-TZVPD",
  "species": ["C", "C", "C", "C", "C", "N", "O", "H", "H", "H", "H", "H", "H", "H", "H", "H", "H"],
  "xyz": [[-0.220, 3.132, -1.117], [-0.639, 1.190, 0.315], [-1.056, -1.457, 0.612], [1.437, -0.736, 0.479], [0.003, -0.631, -0.093], [-0.421, 2.124, -0.408], [0.093, -0.724, -1.498], [-0.851, 3.338, -1.939], [0.809, 3.677, -1.017], [-1.166, 1.043, 1.162], [-0.610, -2.284, 0.973], [-1.387, -0.918, 1.572], [-1.888, -1.672, -0.043], [2.039, -0.013, 0.017], [1.645, -1.724, 0.033], [1.468, -0.714, 1.628], [1.022, -0.284, -1.631]],
  "charge": 1,
  "lumo_ha": -0.178,
  "e_tot_ev": -8874.3848,
  "homo_ev": -14.21,
  "orbital_gap_ev": 9.38
}

***

[2]
{
  "formula": "C5H10NO",
  "method": "ωB97M-V/def2-TZVPD",
  "species": ["C", "C", "C", "C", "C", "N", "O", "H", "H", "H", "H", "H", "H", "H", "H", "H", "H"],
  "xyz": [[-0.324, -0.847, -0.138], [-0.697, -0.876, -3.129], [0.081, 0.372, 0.640], [0.381, -1.615, -1.238], [0.584, 1.884, 2.398], [0.146, 0.584, 1.911], [0.103, -1.680, -2.522], [-0.743, -1.494, 0.597], [-1.214, -0.397, -0.680], [-0.848, -1.066, -4.140], [-1.161, -0.012, -2.776], [0.297, 1.268, 0.043], [1.135, -2.348, -1.010], [-0.074, 2.315, 3.197], [1.619, 1.697, 2.805], [0.675, 2.500, 1.508], [0.041, -0.284, 2.534]],
  "charge": 1,
  "lumo_ha": [-0.168, -0.169],
  "e_tot_ev": -8873.2739,
  "homo_ev": [-11.18, -11.33],
  "orbital_gap_ev": [6.60, 6.74]
}

***

[3]
{
  "formula": "C5H10NO",
  "method": "ωB97M-V/def2-TZVPD",
  "species": ["C", "N", "C", "C", "C", "O", "C", "H", "H", "H", "H", "H", "H", "H", "H", "H", "H"],
  "xyz": [[-0.389, -0.589, 1.399], [-0.625, 0.560, 0.871], [-0.719, 1.713, 1.677], [-0.773, 0.755, -0.561], [-0.355, 0.058, -1.632], [0.508, -0.829, -2.084], [1.589, -1.642, -1.407], [-0.358, -1.579, 0.711], [-0.209, -0.561, 2.461], [-1.461, 2.412, 1.444], [-0.759, 1.440, 2.745], [0.213, 2.296, 1.613], [-1.418, 1.575, -0.799], [-0.962, 0.276, -2.554], [1.406, -2.759, -1.472], [2.445, -1.721, -2.003], [1.868, -1.405, -0.409]],
  "charge": 1,
  "lumo_ha": -0.182,
  "e_tot_ev": -8874.6404,
  "homo_ev": -13.60,
  "orbital_gap_ev": 8.64,
  "smiles": "C=[N+](C)/C=C\\OC"
}

***

[4]
{
  "formula": "C5H10NO",
  "method": "ωB97M-V/def2-TZVPD",
  "species": ["C", "C", "C", "C", "C", "N", "O", "H", "H", "H", "H", "H", "H", "H", "H", "H", "H"],
  "xyz": [[-1.994, -0.056, -0.053], [-0.927, 0.384, 0.984], [0.406, 0.387, 0.258], [0.660, 1.649, -0.397], [2.242, -1.220, 0.004], [1.200, -0.574, 0.582], [-1.630, -1.334, -0.403], [-2.976, -0.129, 0.453], [-2.189, 0.562, -1.017], [-1.144, 1.345, 1.397], [-1.050, -0.352, 1.907], [-1.083, -1.648, 0.364], [1.537, 1.884, -0.890], [-0.101, 2.429, -0.487], [1.973, -2.007, -0.618], [2.852, -1.775, 0.741], [2.853, -0.502, -0.661]],
  "charge": 1,
  "lumo_ha": [-0.289, -0.272],
  "e_tot_ev": -8872.7984,
  "homo_ev": [-14.36, -14.41],
  "orbital_gap_ev": [6.49, 7.00]
}

***

[5]
{
  "formula": "C5H10NO",
  "method": "ωB97M-V/def2-TZVPD",
  "species": ["C", "N", "C", "C", "C", "O", "C", "H", "H", "H", "H", "H", "H", "H", "H", "H", "H"],
  "xyz": [[-1.588, -1.621, -0.024], [-0.795, -0.613, -0.009], [0.686, -0.673, 0.069], [1.539, 0.313, -0.204], [3.011, 0.456, 0.106], [-1.094, 0.685, -0.077], [-2.410, 1.161, 0.134], [-2.585, -1.330, -0.082], [-1.296, -2.573, 0.063], [1.187, -1.684, 0.380], [0.986, 1.185, -0.393], [3.185, 1.089, 0.928], [3.421, -0.551, 0.294], [3.455, 0.860, -0.799], [-2.344, 2.296, 0.330], [-2.932, 0.540, 1.027], [-3.132, 1.054, -0.805]],
  "charge": 1,
  "lumo_ha": -0.181,
  "e_tot_ev": -8873.6084,
  "homo_ev": -14.47,
  "orbital_gap_ev": 9.54,
  "smiles": "C=[N+](/C=C/C)OC"
}

***

[6]
{
  "formula": "C5H10NO",
  "method": "ωB97M-V/def2-TZVPD",
  "species": ["O", "C", "C", "N", "C", "C", "C", "H", "H", "H", "H", "H", "H", "H", "H", "H", "H"],
  "xyz": [[2.353, 0.479, 0.631], [1.274, 0.351, 1.138], [0.170, -0.609, 0.629], [0.320, -0.510, -0.917], [-0.767, 0.345, -1.544], [-1.838, 0.528, -0.361], [-1.312, -0.464, 0.698], [1.092, 0.581, 2.242], [0.506, -1.617, 0.991], [0.407, -1.432, -1.389], [1.319, -0.127, -1.178], [-1.238, -0.267, -2.428], [-0.510, 1.401, -1.754], [-1.885, 1.528, -0.031], [-2.796, 0.416, -0.593], [-1.464, -0.282, 1.708], [-1.664, -1.372, 0.449]],
  "s2": 0.759,
  "multiplicity": 2,
  "charge": 2,
  "lumo_ha": [-0.415, -0.551],
  "e_tot_ev": -8861.2537,
  "homo_ev": [-21.16, -21.15],
  "orbital_gap_ev": [9.85, 6.15]
}

***

[7]
{
  "formula": "C5H10NO2",
  "method": "ωB97M-V/def2-TZVPD",
  "species": ["C", "C", "C", "C", "O", "C", "N", "O", "H", "H", "H", "H", "H", "H", "H", "H", "H", "H"],
  "xyz": [[-0.613, 0.708, 1.213], [-0.597, 0.541, -0.329], [-1.535, -0.607, -0.754], [0.846, 0.570, -0.779], [1.570, 1.549, -0.159], [1.189, -0.901, -0.319], [1.672, -1.081, 0.872], [2.174, -2.294, 1.101], [0.081, 0.010, 1.657], [-1.607, 0.637, 1.613], [-0.418, 1.724, 1.414], [-1.024, 1.389, -0.881], [-1.242, -1.459, -0.126], [-2.543, -0.154, -0.410], [-1.503, -0.722, -1.866], [0.867, 0.503, -1.871], [1.511, 1.231, 0.718], [1.172, -1.645, -1.095]],
  "charge": -1,
  "lumo_ha": 0.144,
  "e_tot_ev": -10929.5863,
  "homo_ev": -2.53,
  "orbital_gap_ev": 6.45,
  "smiles": "CC(C)[C@@H](O)/C=N/[O-]"
}

***

[8]
{
  "formula": "C5H10NO2",
  "method": "ωB97M-V/def2-TZVPD",
  "species": ["C", "N", "C", "O", "C", "C", "C", "O", "H", "H", "H", "H", "H", "H", "H", "H", "H", "H"],
  "xyz": [[1.480, -0.901, 1.840], [1.666, -1.421, 0.477], [0.781, -0.707, -0.457], [0.644, -1.344, -1.584], [0.349, 0.626, -0.103], [-0.589, 1.459, -0.806], [-2.021, 0.856, -0.861], [-2.043, -0.439, -1.441], [0.471, -0.967, 2.257], [1.874, 0.188, 1.881], [2.002, -1.544, 2.599], [1.354, -2.506, 0.412], [1.067, 1.137, 0.531], [-0.621, 2.448, -0.240], [-0.352, 1.860, -1.758], [-2.261, 0.562, 0.265], [-2.845, 1.383, -1.424], [-0.956, -0.689, -1.586]],
  "charge": -1,
  "lumo_ha": 0.149,
  "e_tot_ev": -10930.7707,
  "homo_ev": -2.53,
  "orbital_gap_ev": 6.59,
  "smiles": "CN/C([O-])=C/CCO"
}

***

[9]
{
  "formula": "C5H10NO2",
  "method": "ωB97M-V/def2-TZVPD",
  "species": ["O", "C", "O", "C", "C", "C", "C", "N", "H", "H", "H", "H", "H", "H", "H", "H", "H", "H"],
  "xyz": [[1.010, 1.552, -2.501], [0.596, 0.359, -2.503], [0.398, -0.428, -3.500], [0.368, -0.274, -1.131], [0.162, 0.772, 0.062], [-0.788, 0.272, 1.189], [-0.086, 0.035, 2.614], [-0.554, -1.442, -1.145], [1.398, -0.595, -0.978], [1.094, 1.177, 0.437], [-0.305, 1.622, -0.370], [-1.517, 1.113, 1.281], [-1.216, -0.612, 0.673], [0.226, -0.949, 2.748], [0.733, 0.656, 2.758], [-0.631, 0.479, 3.351], [-0.896, -1.507, -2.086], [0.009, -2.230, -0.901]],
  "s2": 0.751,
  "multiplicity": 2,
  "charge": -2,
  "lumo_ha": [0.244, 0.241],
  "e_tot_ev": -10928.7778,
  "homo_ev": [4.08, -1.72],
  "orbital_gap_ev": [2.55, 8.28]
}

***

[10]
{
  "formula": "C5H10NO2",
  "method": "ωB97M-V/def2-TZVPD",
  "species": ["C", "C", "C", "C", "C", "N", "O", "O", "H", "H", "H", "H", "H", "H", "H", "H", "H", "H"],
  "xyz": [[-0.205, -0.863, -0.146], [-2.002, -0.095, 1.138], [-1.676, 0.742, -1.277], [3.071, -0.516, 0.127], [-0.948, 0.228, -0.020], [1.875, 0.162, -0.107], [0.140, -1.933, -0.077], [1.837, 1.382, 0.113], [-2.327, 0.819, 1.651], [-2.913, -0.717, 0.648], [-1.405, -0.819, 1.877], [-2.518, -0.014, -1.617], [-2.136, 1.646, -0.925], [-0.973, 0.935, -2.108], [3.466, -0.319, 1.050], [3.846, -0.097, -0.561], [3.164, -1.505, -0.235], [-0.298, 0.965, 0.467]],
  "charge": 1,
  "lumo_ha": -0.196,
  "e_tot_ev": -10920.6151,
  "homo_ev": -14.42,
  "orbital_gap_ev": 9.09
}

***

[11]
{
  "formula": "C5H10NO2",
  "method": "ωB97M-V/def2-TZVPD",
  "species": ["O", "C", "O", "C", "C", "C", "C", "N", "H", "H", "H", "H", "H", "H", "H", "H", "H", "H"],
  "xyz": [[-0.279, -1.718, 2.236], [-0.055, -1.692, 1.071], [-0.507, -2.615, 0.204], [0.501, -0.640, 0.152], [0.892, 0.640, 0.758], [0.612, 1.807, -0.262], [-0.660, 1.295, -0.967], [-0.688, -0.339, -0.886], [-0.736, -3.550, 0.626], [1.345, -0.961, -0.513], [0.327, 0.811, 1.718], [1.894, 0.748, 1.140], [1.317, 1.979, -0.973], [0.471, 2.799, 0.322], [-0.800, 1.543, -1.994], [-1.667, 1.539, -0.337], [-0.339, -0.934, -1.724], [-1.630, -0.712, -0.572]],
  "charge": 1,
  "lumo_ha": -0.132,
  "e_tot_ev": -10924.5903,
  "homo_ev": -15.25,
  "orbital_gap_ev": 11.66,
  "smiles": "O=C(O)[C@@H]1CCC[NH2+]1"
}

***

[12]
{
  "formula": "C5H10NO2",
  "method": "ωB97M-V/def2-TZVPD",
  "species": ["C", "C", "C", "C", "C", "N", "O", "O", "H", "H", "H", "H", "H", "H", "H", "H", "H", "H"],
  "xyz": [[-0.467, -1.230, 0.221], [-2.035, -1.210, 0.196], [0.182, -0.210, -0.150], [2.700, -0.394, 0.109], [-1.722, 1.705, 0.142], [1.540, 0.033, -0.625], [-2.709, -0.836, -0.669], [-0.401, 1.546, -0.179], [-0.115, -2.215, 0.390], [-2.373, -1.741, 1.096], [3.692, 0.147, -0.344], [2.624, -0.155, 1.165], [2.737, -1.504, 0.013], [-2.105, 2.744, 0.120], [-2.078, 1.423, 1.237], [-2.430, 1.132, -0.555], [1.508, 1.020, -0.486], [1.452, -0.254, -1.681]],
  "s2": 2.011,
  "multiplicity": 3,
  "charge": 1,
  "lumo_ha": [-0.129, -0.264],
  "e_tot_ev": -10916.9014,
  "homo_ev": [-11.19, -13.91],
  "orbital_gap_ev": [7.68, 6.72]
}